# 1
Here is 3 unconnected molecules or ions with the total composition C4H15NO2 from OMol25. Energies are from wB97M-V/def2-TZVPD.

Last column: Mulliken charge in e.
Positions of all 22 atoms, in Å:
H: 1.48144 1.63099 -5.61508  0.32
C: -0.90792 0.67840 1.72973  0.75
O: 2.16407 1.02509 -5.30066  -0.64
H: 1.44605 -0.07872 4.03104  0.16
H: -0.83155 1.15706 -0.44724  0.37
H: -1.63960 -0.53621 3.35035  0.36
H: -0.42141 -3.10570 -4.69964  0.31
C: -1.57933 -0.57777 2.27075  -1.37
H: 1.78168 -0.22102 2.44057  0.16
H: 1.91436 0.86444 -4.38118  0.32
H: -2.55511 -0.73095 1.80022  0.39
C: -0.27726 0.64742 0.33103  -1.40
H: 0.13662 -0.30243 0.01683  0.28
H: -0.35869 1.41675 3.64061  0.48
H: -1.04804 -1.47916 1.96771  0.29
H: 0.77267 1.95144 2.43987  0.36
N: 1.06403 -0.00990 3.10870  -0.47
H: -0.04903 -2.74788 -6.12739  0.32
O: -0.23020 -3.50236 -5.55731  -0.64
H: -1.62223 1.49448 1.86627  0.24
C: 0.18888 1.08007 2.76341  -0.96
H: 0.57057 1.34597 0.37137  0.35

Computed properties:
Kohn-Sham gap, eV: 9.234
SMILES string: CC(C)CN.O.O



# 2
Here is a molecular structure, C4H15NO2S from OMol25. Energies are from wB97M-V/def2-TZVPD.

Last column: Mulliken charge in e.
Positions of all 23 atoms, in Å:
H: 1.41028 -1.89935 -0.61535  0.40
H: 1.08708 -0.11476 -1.00832  0.01
H: -1.21993 -1.54046 0.28951  0.29
H: -2.02288 0.17623 -0.27423  0.44
C: 1.16797 -0.45397 1.03977  -0.91
H: 2.47656 2.34825 -2.26248  0.28
H: 0.91032 2.29576 -3.13528  0.31
S: 0.70356 2.16028 -0.70139  0.03
C: 1.43453 2.64384 -2.25443  -0.75
C: -0.68055 -1.16715 -0.57064  -0.34
H: 1.36043 3.73822 -2.22731  0.33
N: -1.34996 -0.01531 -1.02719  -0.25
O: -0.98456 -2.06910 2.27155  -0.78
O: -1.91377 0.10791 1.72870  -0.84
H: -0.74615 -1.94367 -1.35514  0.28
C: 0.87785 -0.99168 -0.37214  -0.27
H: -1.46793 -1.02245 2.00370  0.35
H: 0.46625 0.37005 1.17860  0.21
H: -1.47491 -2.52206 2.95842  0.19
H: 0.99387 -1.13723 1.85428  0.34
H: -2.40497 0.16680 2.55227  0.22
H: 2.15250 0.03378 1.03700  0.33
H: -0.77559 0.83606 -1.10987  0.12

Computed properties:
Kohn-Sham gap, eV: 3.628



# 3
Here is a molecular structure, C4H15NO2S from OMol25. Energies are from wB97M-V/def2-TZVPD.

Last column: Mulliken charge in e.
Positions of all 23 atoms, in Å:
C: -0.79589 -0.88076 -1.95186  -0.49
O: 3.64474 1.20203 1.14632  -0.66
H: 0.85489 1.67538 -0.51712  0.37
C: -0.31860 0.45574 -1.92194  -0.29
H: -0.41974 1.20613 -2.68248  0.39
H: -1.84692 0.28155 1.97170  0.22
H: 4.54637 1.09379 0.83384  0.30
H: 3.06243 0.77611 0.49759  0.38
S: -2.80891 0.59124 -0.24066  -0.58
O: -2.02615 -0.12491 2.82832  -0.63
H: -0.85631 -1.36945 -2.91806  0.28
N: 1.41031 -0.29609 -0.20739  -0.39
H: 0.01264 -1.42822 0.88353  0.35
H: -4.03370 0.86875 -0.71074  0.08
H: -0.38133 0.50034 0.09046  -0.62
H: -1.56683 0.09469 -1.69712  0.11
H: 1.59387 -0.95003 -0.95517  0.25
C: 0.38054 0.70541 -0.63212  0.61
H: -1.07947 -1.46749 -1.08338  0.27
H: 1.70697 -1.74115 1.35118  0.36
H: 0.85447 -0.25096 1.82444  0.34
H: -2.94007 0.03551 3.06349  0.29
C: 1.00669 -0.97760 1.02717  -0.94

Computed properties:
Kohn-Sham gap, eV: 6.829



# 4
Here is 3 unconnected molecules or ions with the total composition C4H15NO3 from OMol25. Energies are from wB97M-V/def2-TZVPD.

Last column: Mulliken spin population.
Positions of all 23 atoms, in Å:
H: 0.32138 2.07108 3.80754  -0.02
H: -0.32533 0.65832 -2.10046  0.07
H: 1.93151 -1.69039 -0.73397  -0.18
H: 0.60346 1.31991 0.18494  0.61
H: -3.99826 -4.67490 0.72200  -0.06
H: 1.65652 2.57294 -1.29236  -0.11
H: 0.07883 2.82906 -1.45351  -0.18
H: 2.25806 0.73842 -0.98693  -0.13
C: 0.26291 -0.73720 0.17473  1.51
C: 1.75539 0.17483 -1.76319  0.65
N: 0.88578 2.48011 -1.95781  0.34
H: 2.60364 -0.13370 -2.41474  -0.07
C: 1.10370 -1.06320 -1.04944  0.16
H: 0.52264 -1.65095 -1.76951  -0.10
H: 0.68106 1.09975 -3.50543  -0.11
O: 0.85561 2.55403 4.46512  0.30
H: 0.76658 -1.20341 1.07586  -0.02
H: -0.74938 -0.93402 -0.14233  -0.22
H: 1.37063 3.00767 3.77313  -0.16
O: -4.92937 -4.81928 0.91388  0.20
H: -5.33452 -4.80705 0.04179  -0.06
C: 0.63992 1.07277 -2.38937  0.00
O: 0.24732 0.58597 0.71748  -1.44

Computed properties:
Spin multiplicity: 2
Kohn-Sham gap (spin up / spin down), eV: 2.017 / 9.438
Total charge: -1



# 5
Here is 5 unconnected molecules or ions with the total composition C4H15NO3 from OMol25. Energies are from wB97M-V/def2-TZVPD.

Last column: Mulliken charge in e.
Positions of all 23 atoms, in Å:
H: 0.27380 -0.37107 -2.87883  0.35
H: -0.77984 2.69515 -0.99251  0.26
O: 0.33987 -2.44140 1.01730  -0.62
H: -0.59805 1.73435 0.46411  0.17
H: 1.25167 -2.14093 0.87131  0.37
H: -1.23553 -0.32744 1.49346  0.37
H: 2.65725 -0.20127 2.09901  0.24
H: 0.90637 -1.16758 -1.39314  0.28
C: 0.22669 -0.39319 -1.77795  -0.66
C: -0.59968 1.67801 -0.61109  -0.29
H: -1.64088 -1.16757 -1.99892  0.26
O: 1.96616 -0.30273 1.43155  -0.68
H: -0.13118 0.40729 3.36113  0.25
C: 0.61821 1.02592 -1.28762  -0.34
H: -1.90380 1.16052 -2.19547  0.38
H: -0.05713 -1.67586 1.44277  0.20
C: -1.69817 0.73818 -1.18945  -0.85
N: -1.15161 -0.61344 -1.27243  -0.32
H: -2.62934 0.75861 -0.61820  0.37
H: 1.42310 0.89231 -0.56487  0.17
H: 1.02452 1.57213 -2.13917  0.35
H: 1.18280 0.22392 1.80624  0.43
O: -0.20031 0.67161 2.42695  -0.70

Computed properties:
Kohn-Sham gap, eV: 7.024



# 6
Here is 5 unconnected molecules or ions with the total composition C4H15NO3 from OMol25. Energies are from wB97M-V/def2-TZVPD.

Last column: Mulliken charge in e.
Positions of all 23 atoms, in Å:
H: 0.78727 0.29810 -1.40925  0.31
O: -1.53694 -0.65506 -2.39216  -0.68
C: 0.07429 -0.18713 1.82053  -0.30
H: 0.61987 1.45695 2.81694  0.32
H: -0.69792 -0.16134 -2.24757  0.39
H: -0.92588 -0.19299 -0.13756  -0.04
N: 1.03590 -1.61885 -0.56894  -0.29
H: -0.22411 1.61204 -1.48360  0.52
O: -0.86456 2.66336 -0.62846  -0.82
H: 1.83687 -1.95030 -0.04223  0.30
H: 0.47294 -0.86606 2.60436  0.27
H: -1.78696 -0.88840 1.15943  0.48
H: 3.32945 0.76213 0.90272  0.21
C: -0.78045 -0.83469 0.78188  -0.03
H: -1.00385 -2.42106 -0.44806  0.27
H: -1.06658 3.56324 -0.93745  0.19
H: -0.23422 1.76286 1.14455  0.35
H: 2.60101 0.56009 0.96752  -0.21
H: 0.19115 -2.80003 0.89590  0.46
O: 0.45213 0.97934 -1.99046  -0.77
C: 0.03938 1.18203 1.96535  -0.74
C: -0.10665 -2.06711 0.11515  -0.49
H: -2.21216 -0.19711 -2.88860  0.28

Computed properties:
Kohn-Sham gap, eV: 3.325



no.,E (eV)
1,-9975.7836
2,-20804.8440
3,-20806.9610
4,-12021.4036
5,-12019.5014
6,-12014.4135